Here is C33H40CdN4P2S as an isolated structure in a non-equilibrium geometry from OMol25. Energies are from ωB97M-V with the def2-TZVPD basis set.

LUMO energy in eV: -0.26
HOMO level in eV: -6.8522
Energy in Eh: -2749.01279
HOMO-LUMO gap in eV: 6.59

Each line ends with the Mulliken charge.
Geometry (Å):
Cd1 -0.1523 -0.3758 4.9564  0.748
C1 -1.1544 1.7704 3.8907  -0.861
C2 -1.4328 0.7757 2.9974  -0.794
C3 -0.8868 0.6978 1.5944  -0.300
C4 0.3835 -0.1513 1.4038  -0.097
C5 1.4545 0.0266 2.4371  -0.552
C6 1.7249 1.1605 3.0910  -0.285
C7 1.1079 2.5006 2.8412  -0.765
C8 -0.1519 2.8636 3.6669  -0.713
C9 1.5990 -1.4776 5.6000  -1.295
H1 -1.8543 1.9697 4.7146  0.631
H2 -2.3207 0.1438 3.1522  0.693
H3 -0.7427 1.6969 1.1530  0.169
H4 -1.6706 0.2069 0.9934  0.475
H5 0.0885 -1.2148 1.4095  0.390
H6 0.7723 0.0705 0.3950  -0.228
H7 2.0475 -0.8773 2.6292  0.460
H8 2.5049 1.1752 3.8667  0.381
H9 0.9107 2.6713 1.7737  0.405
H10 1.8624 3.2440 3.1441  0.414
H11 0.1755 3.2401 4.6518  0.471
H12 -0.6283 3.7093 3.1403  0.277
H13 1.6896 -1.4710 6.6923  0.306
H14 2.5316 -1.1004 5.1525  0.314
H15 1.4556 -2.5198 5.2777  0.372
P1 1.3771 -1.2594 -4.1243  -0.101
P2 -1.6087 -0.6597 -3.7054  -0.285
N1 2.8323 -0.2917 -3.9505  0.300
N2 2.1073 -2.5269 -5.1035  0.367
N3 -1.8561 1.0461 -3.4374  0.494
N4 -3.2905 -1.0510 -4.0391  0.350
C10 0.5386 -0.2592 -5.4549  -0.699
C11 -0.9736 -0.5695 -5.4473  -1.061
C12 3.1354 0.3663 -2.7467  -0.379
C13 4.1424 1.2774 -2.9875  -0.549
C14 4.4741 1.2002 -4.3798  -0.647
C15 3.6528 0.2401 -4.9510  -0.137
C16 2.2985 -3.8214 -4.5895  -0.426
C17 2.7650 -4.6356 -5.6112  -0.579
C18 2.8456 -3.8347 -6.8008  -0.737
C19 2.4348 -2.5498 -6.4631  -0.155
C20 -1.7235 1.6254 -2.1664  -0.393
C21 -1.8746 2.9986 -2.2930  -0.394
C22 -2.0779 3.2838 -3.6845  -0.982
C23 -2.0543 2.0737 -4.3645  -0.240
C24 -4.2369 -0.3749 -4.8198  -0.137
C25 -5.2898 -1.2399 -5.0770  -0.619
C26 -4.9777 -2.4960 -4.4579  -0.526
C27 -3.7537 -2.3637 -3.8395  -0.431
H16 0.9605 -0.4449 -6.4530  0.475
H17 0.7237 0.8006 -5.2028  0.443
H18 -1.5259 0.1401 -6.0783  0.418
H19 -1.1641 -1.5806 -5.8476  0.479
H20 2.5935 0.0978 -1.8476  0.309
H21 4.5830 1.9455 -2.2634  0.414
H22 5.2133 1.7918 -4.8977  0.436
H23 3.5792 -0.1167 -5.9690  0.257
H24 2.0550 -4.0261 -3.5583  0.403
H25 3.0125 -5.6761 -5.5300  0.416
H26 3.1531 -4.1611 -7.7763  0.439
H27 2.3173 -1.6701 -7.0726  0.332
H28 -1.5163 0.9952 -1.3150  0.242
H29 -1.8394 3.7161 -1.4963  0.457
H30 -2.2184 4.2484 -4.1333  0.454
H31 -2.1295 1.8620 -5.4168  0.434
H32 -4.0806 0.6546 -5.1085  0.321
H33 -6.1712 -1.0107 -5.6539  0.433
H34 -5.5797 -3.3901 -4.4890  0.414
H35 -3.1461 -3.0562 -3.2702  0.354
S1 -1.6275 -0.3480 6.9875  -0.482
C28 -0.9172 0.1506 8.4521  0.745
C29 0.4442 0.0813 8.8381  -0.383
C30 0.7771 0.2081 10.1981  -0.507
C31 -0.1937 0.4980 11.1724  -0.549
C32 -1.5194 0.6761 10.7480  -0.337
C33 -1.8737 0.5545 9.4208  -0.659
H36 1.2184 -0.0920 8.0960  0.216
H37 1.8015 0.0728 10.5281  0.347
H38 0.0729 0.5803 12.2308  0.348
H39 -2.2945 0.8985 11.4714  0.328
H40 -2.9080 0.6876 9.1060  0.358



Here is C33H40CoN4P2Te as an isolated structure in a non-equilibrium geometry from OMol25. Energies are from ωB97M-V with the def2-TZVPD basis set.

LUMO energy (spin up / spin down) in eV: 0.15 / -1.20
Spin multiplicity: 4
⟨S²⟩: 3.79
HOMO level (spin up / spin down) in eV: -5.6131 / -7.0237
Energy in Eh: -3833.73287
HOMO-LUMO gap (spin up / spin down) in eV: 5.76 / 5.83

Each line ends with the Mulliken charge.
Geometry (Å):
Co1 -0.1333 0.6249 1.3047  -0.361
C1 -1.8391 1.6278 -4.4087  -0.289
C2 -1.9750 0.3091 -4.2631  -0.453
C3 -1.0850 -0.7394 -4.8340  -0.895
C4 0.4368 -0.4407 -4.9445  -1.244
C5 1.1121 0.2752 -3.8055  0.353
C6 0.9142 1.5497 -3.4175  -0.058
C7 0.5201 2.6155 -4.3922  -1.063
C8 -0.7493 2.2782 -5.2123  -0.841
C9 1.2773 0.9997 2.7777  -1.450
H1 -2.6237 2.3139 -4.0588  0.427
H2 -2.9246 -0.0845 -3.8967  0.717
H3 -1.4258 -0.9572 -5.8615  0.390
H4 -1.2255 -1.6807 -4.2788  0.342
H5 0.9258 -1.4251 -5.0203  0.389
H6 0.6351 0.0509 -5.9095  0.474
H7 2.0061 -0.2552 -3.4195  0.431
H8 1.2090 1.9081 -2.4250  0.066
H9 1.3365 2.7639 -5.1280  0.297
H10 0.3777 3.5722 -3.8674  0.332
H11 -1.1489 3.2241 -5.6041  0.488
H12 -0.4739 1.6827 -6.0980  0.340
H13 0.9270 1.6226 3.6129  0.424
H14 2.0032 1.6012 2.2058  0.454
H15 1.8001 0.1214 3.1990  0.450
P1 1.4374 -0.2066 0.1889  0.537
P2 -1.3646 -0.8868 0.3260  0.247
N1 2.7243 0.9202 -0.4475  1.094
N2 2.5651 -1.3663 0.9351  0.822
N3 -2.0570 0.4422 -0.7085  0.712
N4 -2.7838 -1.7649 0.7938  0.557
C10 0.8237 -1.1811 -1.2012  1.074
C11 -0.5621 -1.8080 -0.9931  -0.994
C12 2.7454 2.2784 -0.1066  -0.498
C13 3.8758 2.8644 -0.6608  -0.963
C14 4.5578 1.8539 -1.4107  -0.855
C15 3.8265 0.6732 -1.2695  -0.699
C16 3.5650 -1.0342 1.8509  -0.583
C17 4.3309 -2.1714 2.1044  -0.783
C18 3.7695 -3.2353 1.3296  -0.783
C19 2.6754 -2.7253 0.6542  -0.345
C20 -1.7277 1.7550 -0.3656  -0.315
C21 -2.7029 2.5891 -0.9004  -0.984
C22 -3.5962 1.7862 -1.6654  -1.312
C23 -3.1757 0.4599 -1.5188  -0.115
C24 -3.9339 -2.1277 0.0849  -0.199
C25 -4.7831 -2.8262 0.9379  -0.689
C26 -4.1111 -2.9426 2.1984  -0.723
C27 -2.8933 -2.2920 2.0806  -0.340
H16 1.5457 -1.9469 -1.5019  1.503
H17 0.7643 -0.4299 -2.0009  -2.861
H18 -1.1825 -1.7337 -1.8986  0.397
H19 -0.5338 -2.8680 -0.6951  0.301
H20 1.9633 2.7190 0.4887  0.384
H21 4.1715 3.8953 -0.5353  0.462
H22 5.4619 1.9813 -1.9855  0.462
H23 4.0152 -0.3048 -1.6814  0.512
H24 3.6300 -0.0474 2.2909  0.500
H25 5.1782 -2.2033 2.7721  0.449
H26 4.1433 -4.2543 1.2598  0.428
H27 1.9423 -3.2112 0.0132  0.409
H28 -0.8229 1.9796 0.2338  0.625
H29 -2.7856 3.6561 -0.7119  0.448
H30 -4.4374 2.1188 -2.2527  0.520
H31 -3.5560 -0.4305 -2.0048  0.426
H32 -4.0710 -1.8758 -0.9496  0.280
H33 -5.7574 -3.2177 0.6947  0.449
H34 -4.4792 -3.4408 3.0805  0.449
H35 -2.1065 -2.1320 2.8018  0.399
Te1 -1.6110 0.7413 3.3218  0.091
C28 -0.9208 0.1676 5.2959  0.138
C29 -0.9234 1.1876 6.2547  -0.419
C30 -0.4950 0.9133 7.5546  -0.480
C31 -0.0335 -0.3680 7.8887  -0.397
C32 -0.0451 -1.3877 6.9261  -0.570
C33 -0.4903 -1.1242 5.6169  -0.241
H36 -1.2445 2.1773 5.9638  0.361
H37 -0.5239 1.6935 8.3113  0.351
H38 0.3208 -0.5754 8.9048  0.344
H39 0.2859 -2.3930 7.1974  0.348
H40 -0.4850 -1.8981 4.8551  0.351



> The highest energy belongs to which entry?

C33H40CdN4P2S